1.
7
Properties=species:S:1:pos:R:3:forces:R:3:nbo_charge:R:1 method="wB97M-V/def2-TZVPD" homo_energy_ev=-9.185 e_tot_ha=-527.78695
N -1.140 -0.594 1.585 0.39 -2.00 2.76 -0.251
N -1.364 -0.502 0.414 -0.50 0.72 -3.37 -0.304
O 2.425 2.307 -1.284 1.49 1.19 -0.94 -0.963
P 1.422 1.400 -0.771 -1.60 -1.21 1.12 1.167
H -1.562 -1.302 -0.280 0.31 0.00 1.84 0.294
H 1.348 0.284 -1.719 0.08 0.04 -0.12 -0.207
H -1.130 -1.593 2.056 -0.17 1.25 -1.27 0.264

2.
7
Properties=species:S:1:pos:R:3:forces:R:3:nbo_charge:R:1 method="wB97M-V/def2-TZVPD" homo_energy_ev=-2.970 e_tot_ha=-584.67852 total_charge=-1
N -0.025 -0.193 -0.605 -6.13 -3.86 -2.30 -0.646
N -1.302 0.230 -1.244 0.31 -2.93 3.11 0.234
O -2.298 -0.413 -0.861 2.75 1.42 -1.28 -0.396
S 1.913 1.008 1.490 -0.47 -1.51 0.11 -1.029
H -0.119 -0.919 0.168 -0.07 1.75 -1.20 0.370
H 0.394 0.625 -0.423 2.87 3.51 1.37 0.405
H 1.437 -0.338 1.474 0.73 1.61 0.19 0.063

3.
6
Properties=species:S:1:pos:R:3:forces:R:3:nbo_charge:R:1 method="wB97M-V/def2-TZVPD" homo_energy_ev=-10.524 smiles=N#P.N e_tot_ha=-452.60926
N 3.370 -0.543 -0.024 0.37 -0.42 0.00 -0.893
N -1.190 -0.006 -0.132 1.39 -3.16 2.17 -1.077
P 2.397 0.552 0.020 -0.45 0.39 -0.02 0.888
H -1.157 -0.580 0.834 -0.59 1.50 -3.32 0.371
H -1.898 -0.290 -0.786 -0.17 -1.19 0.05 0.364
H -1.521 0.867 0.087 -0.55 2.88 1.13 0.346

4.
6
Properties=species:S:1:pos:R:3:forces:R:3:nbo_charge:R:1 method="wB97M-V/def2-TZVPD" homo_energy_ev=-9.484 smiles=[nH]1[nH][pH]1 e_tot_ha=-452.57441
N 0.188 -0.603 0.681 4.06 -1.41 -1.33 -0.752
N 0.197 0.843 0.256 1.07 -0.20 -1.01 -0.746
P -1.238 -0.013 0.131 -3.57 0.93 -0.33 0.872
H 0.842 -1.076 -0.048 -1.59 0.86 1.70 0.376
H 0.358 1.455 1.014 -0.11 0.35 1.37 0.361
H -1.225 0.024 -1.281 0.13 -0.54 -0.40 -0.111

5.
6
Properties=species:S:1:pos:R:3:forces:R:3:nbo_charge:R:1 method="wB97M-V/def2-TZVPD" homo_energy_ev="-7.808 / -9.852" e_tot_ha=-452.40618 spin_multiplicity=3
N -0.206 -0.778 -0.483 -1.70 0.43 -0.19 -0.662
N -0.516 0.541 -0.104 -2.01 -0.33 0.23 -0.482
P 0.952 0.036 0.431 3.23 -0.18 2.44 0.871
H -1.058 -1.297 -0.311 0.32 -0.75 0.12 0.404
H 0.095 1.582 -1.464 0.48 0.95 -1.23 -0.035
H 0.732 -0.085 1.931 -0.32 -0.11 -1.36 -0.096

6.
6
Properties=species:S:1:pos:R:3:forces:R:3:nbo_charge:R:1 method="wB97M-V/def2-TZVPD" homo_energy_ev="-9.817 / -9.349" e_tot_ha=-165.79136
N 0.175 0.719 -0.029 0.68 1.84 -2.05 -0.348
N 0.723 -0.608 -0.122 2.15 -0.14 -0.34 -0.355
N -0.268 -0.307 0.734 -2.09 -1.25 1.33 -0.017
H 0.924 1.275 0.346 0.03 0.41 1.07 0.338
H 0.669 -0.958 -1.065 -1.29 -0.62 -0.15 0.364
H -2.223 -0.120 0.137 0.52 -0.24 0.13 0.018

7.
8
Properties=species:S:1:pos:R:3:forces:R:3:nbo_charge:R:1 method="wB97M-V/def2-TZVPD" homo_energy_ev=-10.942 smiles="NN[N+](=O)[O-]" e_tot_ha=-316.36063
N -0.401 0.339 1.381 1.34 3.32 -5.13 -0.603
N 0.539 0.399 0.009 -1.15 0.47 3.89 -0.380
N 0.135 -0.386 -1.035 -0.58 0.24 1.67 0.619
O -0.902 -1.036 -0.854 1.10 0.52 -0.60 -0.437
O 0.830 -0.330 -2.008 0.30 -0.30 -1.04 -0.385
H -1.285 0.686 0.849 1.59 -1.57 1.83 0.388
H -0.374 -0.619 1.631 -0.58 -1.20 -0.23 0.367
H 1.458 0.946 0.026 -2.01 -1.49 -0.37 0.431

8.
9
Properties=species:S:1:pos:R:3:forces:R:3:nbo_charge:R:1 method="wB97M-V/def2-TZVPD" homo_energy_ev="-8.907 / -8.907" e_tot_ha=-714.51968
N 1.494 -1.007 -0.045 -1.89 1.18 0.01 -0.326
N -2.298 -0.099 0.250 -0.04 -1.06 -1.03 -0.433
N -1.505 0.855 0.209 -2.13 -0.51 0.74 -0.300
O 2.749 -0.641 0.030 1.11 1.59 -0.20 -0.483
O 1.450 1.421 -0.459 1.27 2.05 0.05 -0.922
S 0.566 0.298 -0.290 0.32 -3.77 -0.34 1.325
H -2.430 -0.760 1.117 0.16 1.41 -1.71 0.339
H -2.726 -0.465 -0.704 0.50 0.58 2.34 0.331
H 2.699 0.398 -0.107 0.68 -1.47 0.14 0.469

9.
9
Properties=species:S:1:pos:R:3:forces:R:3:nbo_charge:R:1 method="wB97M-V/def2-TZVPD" homo_energy_ev="-10.064 / -9.398" e_tot_ha=-714.49143
N -0.393 -0.589 0.878 1.08 -2.49 1.10 -0.520
N -0.737 0.177 -0.108 -0.25 0.97 0.13 -0.109
N -1.461 -0.496 -1.122 0.50 0.07 0.30 0.572
O -1.651 -1.696 -0.982 -0.08 0.40 -0.55 -0.416
O -1.819 0.252 -2.011 0.05 -0.94 0.30 -0.337
S 1.937 0.804 -1.632 -0.23 -0.19 -0.20 -0.110
H -0.276 -0.096 1.806 0.16 -0.97 -1.80 0.414
H -0.060 -1.646 0.720 -1.31 3.00 0.49 0.415
H 2.488 1.448 -0.605 0.07 0.14 0.24 0.090

10.
9
Properties=species:S:1:pos:R:3:forces:R:3:nbo_charge:R:1 method="wB97M-V/def2-TZVPD" homo_energy_ev=-9.327 e_tot_ha=-714.63231
N 1.238 0.070 0.021 -0.84 -0.25 1.05 -0.499
N -0.655 -0.996 -0.148 -2.90 -0.76 -0.56 -0.572
N 0.497 -0.677 -0.660 1.48 0.49 -1.03 0.025
O 3.495 -0.888 0.443 0.82 -2.19 0.33 -0.930
O 3.237 1.469 0.507 -4.27 -0.21 -2.24 -0.878
S 2.925 0.079 -0.434 -0.44 2.15 0.77 1.592
H -1.446 -1.342 -0.795 2.44 0.70 1.29 0.402
H -0.947 -0.753 0.801 0.54 0.40 -0.31 0.380
H 4.122 1.436 0.728 3.17 -0.33 0.69 0.481

11.
9
Properties=species:S:1:pos:R:3:forces:R:3:nbo_charge:R:1 method="wB97M-V/def2-TZVPD" homo_energy_ev="-8.552 / -8.550" e_tot_ha=-391.56320
N -1.001 0.548 -0.617 0.24 2.71 -1.47 -0.561
N -0.186 0.773 0.370 -0.75 -2.37 -0.03 0.120
N 1.226 -0.493 -0.199 -2.64 2.44 1.24 0.492
O 1.005 -0.766 -1.333 0.95 -0.99 -0.80 -0.384
O 2.090 -0.718 0.578 1.46 -0.97 0.14 -0.376
O -0.839 0.042 1.387 1.90 0.09 0.83 -0.565
H -1.564 -0.274 -0.701 0.05 -0.54 0.15 0.394
H -0.673 1.056 -1.424 -0.55 -0.33 -0.38 0.395
H -0.058 -0.169 1.938 -0.67 -0.04 0.32 0.485

12.
10
Properties=species:S:1:pos:R:3:forces:R:3:nbo_charge:R:1 method="wB97M-V/def2-TZVPD" homo_energy_ev="-9.638 / -9.637" smiles="NN[N+]([O-])=S(=O)=O" e_tot_ha=-789.79500
N 0.008 -0.538 -1.212 0.63 -1.35 0.01 0.133
N 0.119 -0.957 1.169 -0.60 1.30 2.81 -0.600
N 0.566 -0.508 -0.025 0.49 -1.40 -2.58 -0.178
O 0.806 -0.389 -2.144 -0.55 -0.21 0.67 -0.406
O 0.117 1.887 -0.431 -0.95 0.85 -0.28 -0.903
O -1.746 0.616 0.417 -1.77 -0.20 1.37 -0.939
S -1.114 1.183 -0.719 0.22 2.89 -1.16 1.715
H 0.635 -0.297 1.859 -1.20 -1.51 -1.13 0.374
H -0.906 -0.670 1.262 1.58 -0.53 -0.24 0.420
H 1.516 -0.327 -0.175 2.15 0.16 0.53 0.384